A cluster of 8 separate species, C42H81F2N3O12 in total. Source: OMol25; level of theory: ωB97M-V with the def2-TZVPD basis set.

Positions of all 140 atoms, in Å:
C (-2.5416, -2.0677, -2.7027)
C (-2.3056, -1.5884, -4.1384)
C (-3.4211, -2.2340, -4.9626)
C (-3.3273, -1.6802, -6.3890)
C (-3.6784, -0.1972, -6.3573)
C (-2.6716, 0.5931, -5.5087)
N (-2.3915, -0.1279, -4.2499)
O (-1.4121, 0.5237, -3.4728)
C (-1.4172, 0.8841, -6.3374)
C (-3.3866, 1.8738, -5.0719)
C (-0.9409, -2.1568, -4.5820)
H (-3.5478, -1.7856, -2.3734)
H (-1.8371, -1.6301, -1.9913)
H (-2.5136, -3.1521, -2.6148)
H (-3.3608, -3.3205, -5.0181)
H (-4.4157, -2.0000, -4.5781)
H (-3.9922, -2.2327, -7.0617)
H (-2.3650, -1.8428, -6.8771)
H (-4.6849, -0.0544, -5.9624)
H (-3.6981, 0.1098, -7.4052)
H (-1.6342, 1.5166, -7.1964)
H (-0.6169, 1.2991, -5.7204)
H (-0.9718, -0.0237, -6.7576)
H (-3.6914, 2.5166, -5.9060)
H (-4.3291, 1.6040, -4.5900)
H (-2.8584, 2.5291, -4.3774)
H (-0.9204, -3.2305, -4.3858)
H (-0.1523, -1.7539, -3.9366)
H (-0.6857, -1.9743, -5.6221)
H (-0.5719, 0.3760, -3.9457)
C (1.9498, 1.1250, 2.5987)
C (2.2505, 1.0149, 4.0823)
C (3.3353, -0.0591, 4.2501)
C (4.0019, -0.0563, 5.6254)
C (4.5587, 1.3474, 5.8381)
C (3.5040, 2.4411, 5.7739)
N (2.7278, 2.3133, 4.5440)
O (1.8131, 3.3631, 4.3642)
C (2.7166, 2.4563, 7.0944)
C (4.2273, 3.7953, 5.7395)
C (0.9862, 0.5826, 4.8488)
H (2.8243, 1.4781, 2.0459)
H (1.1545, 1.8370, 2.3785)
H (1.6619, 0.1587, 2.1795)
H (2.9665, -1.0532, 3.9971)
H (4.1476, 0.1679, 3.5481)
H (4.8253, -0.7664, 5.6859)
H (3.2450, -0.2800, 6.3800)
H (5.4180, 1.6096, 5.2087)
H (5.0359, 1.3892, 6.8265)
H (2.3971, 1.4667, 7.4278)
H (3.2033, 2.9819, 7.9153)
H (1.7748, 3.0095, 6.9747)
H (4.7156, 3.9716, 4.7695)
H (3.5594, 4.6295, 5.9393)
H (5.1153, 3.7832, 6.3774)
H (1.1752, 0.5399, 5.9212)
H (0.5831, -0.3733, 4.5125)
H (0.2158, 1.3490, 4.7242)
H (2.2676, 3.9603, 3.7560)
C (0.3972, -3.8748, -1.6529)
C (1.0089, -4.3353, -0.3292)
C (1.3563, -5.8243, -0.4865)
C (2.2568, -6.3824, 0.6000)
C (3.5635, -5.5916, 0.6109)
C (3.3146, -4.0769, 0.7886)
N (2.2828, -3.6302, -0.1542)
O (2.1075, -2.2341, 0.0104)
C (3.0843, -3.6887, 2.2527)
C (4.6467, -3.4425, 0.3515)
C (0.0419, -4.1907, 0.8258)
H (-0.6017, -4.3085, -1.7818)
H (0.9802, -3.9439, -2.5653)
H (0.0648, -2.8321, -1.5521)
H (0.4463, -6.4244, -0.5886)
H (1.8242, -5.9669, -1.4662)
H (2.4910, -7.4298, 0.3933)
H (1.7873, -6.3760, 1.5858)
H (4.0571, -5.7037, -0.3546)
H (4.1861, -5.9808, 1.4169)
H (3.8827, -4.1302, 2.8436)
H (3.1560, -2.5993, 2.2730)
H (2.0822, -3.9252, 2.6044)
H (4.9670, -3.6994, -0.6570)
H (4.5954, -2.3552, 0.4610)
H (5.4648, -3.7449, 1.0129)
H (0.3159, -4.7854, 1.7089)
H (-0.9405, -4.5888, 0.5528)
H (-0.0823, -3.2336, 1.3346)
H (2.3411, -1.8116, -0.8361)
C (-1.3379, -0.4917, 0.8827)
C (-2.6228, 0.2157, 0.6186)
O (-3.6558, -0.0491, 1.1733)
C (-2.6530, 1.2299, -0.4977)
H (-1.2710, -1.4678, 0.3958)
H (-1.1529, -0.7079, 1.9336)
H (-0.5005, 0.0609, 0.4569)
H (-1.7339, 1.8184, -0.4365)
H (-3.4206, 1.9731, -0.2822)
H (-2.7515, 0.7281, -1.4581)
C (1.3535, 1.8882, -1.8644)
C (2.3483, 0.7528, -1.7122)
O (2.0750, -0.3763, -2.0823)
C (3.5686, 1.0455, -0.8863)
H (0.6725, 1.9018, -1.0130)
H (0.7153, 1.7251, -2.7304)
H (1.9622, 2.7857, -1.8341)
H (3.3542, 1.5804, 0.0414)
H (4.2416, 1.6585, -1.4920)
H (4.0510, 0.1207, -0.5713)
C (-1.1774, 3.1847, 2.4292)
C (-2.3168, 4.1349, 2.7124)
O (-2.9688, 4.6515, 1.8517)
C (-2.5731, 4.4344, 4.1679)
H (-0.2220, 3.6522, 2.6602)
H (-1.1848, 2.9358, 1.3654)
H (-1.3250, 2.2351, 2.9429)
H (-3.6242, 4.6842, 4.3085)
H (-1.9812, 5.3216, 4.4096)
H (-2.3171, 3.6233, 4.8457)
C (-5.8640, 0.2139, -2.7703)
C (-6.2277, -0.4787, -1.4455)
O (-6.2752, -1.8331, -1.7825)
C (-6.2432, -1.9892, -3.1206)
O (-6.2032, -3.0433, -3.6507)
O (-6.1929, -0.7941, -3.7389)
F (-7.4111, -0.0672, -0.9077)
H (-4.8072, 0.4660, -2.8399)
H (-6.5423, 1.0461, -2.9463)
H (-5.4680, -0.2601, -0.6915)
C (0.0407, 5.5476, -1.6163)
C (-1.0598, 5.6912, -0.5813)
O (-0.3345, 5.5248, 0.6146)
C (0.8255, 4.8614, 0.3478)
O (1.5960, 4.4814, 1.1491)
O (0.9372, 4.6801, -0.9790)
F (-1.8903, 4.5889, -0.6555)
H (0.4535, 6.5383, -1.8481)
H (-0.2725, 5.1808, -2.5928)
H (-1.7076, 6.5509, -0.7167)

HOMO level: -8.1227 eV
SMILES: CC1(C)CCCC(C)(C)N1O.CC1(C)CCCC(C)(C)N1O.CC1(C)CCCC(C)(C)N1O.O=C1OC[C@@H](F)O1.O=C1OC[C@@H](F)O1.CC(C)=O.CC(C)=O.CC(C)=O
Gap between HOMO and LUMO: 8.4 eV

=====

A cluster of 2 separate species, C2H3IN2 in total. Source: OMol25; level of theory: ωB97M-V with the def2-TZVPD basis set.

Positions of all 8 atoms, in Å:
C (0.1406, -0.2882, -0.2960)
C (0.9437, -0.9986, 0.7476)
N (-1.0468, 1.8012, -1.8506)
N (-1.5205, 2.7647, -1.7510)
I (-1.8769, -0.3922, 0.2158)
H (2.0636, -1.1679, 0.3758)
H (0.3935, -1.7328, 1.3403)
H (0.9027, 0.0138, 1.2181)

HOMO level: -8.7468 eV
ΔE to the lowest compared entry with this formula, charge and spin: 146.4 kJ/mol
Gap between HOMO and LUMO: 8.4 eV

=====

A structure of composition C6H9LiO5Pd. Source: OMol25; level of theory: ωB97M-V with the def2-TZVPD basis set.

Positions of all 22 atoms, in Å:
O (2.5785, 1.1005, -0.5467)
C (3.1107, 0.2417, 0.1635)
C (2.6374, -1.1787, 0.0829)
O (1.4448, -1.2824, -0.5769)
Pd (0.6169, 0.3633, -1.0785)
H (3.9461, 0.4653, 0.8511)
H (3.4664, -1.7708, -0.3661)
O (-1.9275, -1.0537, -0.0155)
C (-1.7857, -0.4708, 1.3114)
C (-0.6639, 0.4660, 1.3344)
O (-0.5885, 1.3683, 0.0722)
C (-1.8321, 1.3046, -0.6198)
C (-1.9693, -0.1328, -1.1319)
O (-0.9046, -0.4399, -1.9439)
Li (-0.2885, -1.9729, -0.6979)
H (-2.7360, 0.0262, 1.5667)
H (-0.7091, 1.1450, 2.1984)
H (-1.7818, 1.9925, -1.4745)
H (-2.6594, 1.6149, 0.0317)
H (-2.9376, -0.2761, -1.6455)
H (0.3800, 0.0094, 1.3417)
H (2.6032, -1.5197, 1.1431)

HOMO level (alpha / beta): -5.7579 / -6.0881 eV
Spin multiplicity: 3
Gap between HOMO and LUMO (alpha / beta): 6.0 / 4.7 eV

=====

The ion C4H8NO2 with charge -1. Source: OMol25; level of theory: ωB97M-V with the def2-TZVPD basis set.

Positions of all 15 atoms, in Å:
C (0.6956, -1.3482, 0.2610)
C (0.0605, 0.0599, 0.4290)
C (1.1547, 1.0958, 0.6977)
N (-0.6676, 0.4327, -0.7672)
C (-1.9848, -0.0286, -1.0430)
O (-2.5912, 0.6183, -1.9263)
O (-2.3346, -1.0663, -0.4364)
H (-0.0382, -1.9787, -0.2377)
H (1.5395, -1.3259, -0.4466)
H (1.0031, -1.7325, 1.2289)
H (-0.6779, -0.0863, 1.2217)
H (2.1206, 0.6112, 0.8779)
H (0.9048, 1.7213, 1.5688)
H (1.2143, 1.7788, -0.1360)
H (-0.3987, 1.2485, -1.2918)

HOMO level: -3.7885 eV
SMILES: CC(C)NC(=O)[O-]
ΔE to the lowest compared entry with this formula, charge and spin: 17.7 kJ/mol
Gap between HOMO and LUMO: 7.7 eV
Net charge: -1

=====

A structure of composition C28H31MoN5O3S6. Source: OMol25; level of theory: ωB97M-V with the def2-TZVPD basis set.

Positions of all 74 atoms, in Å:
Mo (-0.2890, -0.3512, 0.6335)
C (-1.6705, -2.1328, 7.4391)
C (-1.0752, -1.8807, 6.0822)
C (-0.1494, -2.7310, 5.5142)
C (0.4358, -2.4806, 4.2555)
C (1.4579, -3.4183, 3.8722)
N (2.4793, -3.2600, 3.0924)
C (2.9314, -2.0124, 2.4692)
C (4.4219, -2.0077, 2.1432)
C (4.9206, -0.5633, 2.0734)
N (4.0193, 0.2519, 1.2557)
C (4.3482, 1.0364, 0.2761)
C (3.4067, 1.7264, -0.5314)
C (3.9090, 2.5943, -1.5235)
C (3.0934, 3.2470, -2.4170)
C (3.6198, 4.1999, -3.4549)
C (1.7290, 2.9626, -2.3237)
C (1.1748, 2.1108, -1.3734)
C (-0.2635, 1.9723, -1.3921)
N (-1.0047, 1.2172, -0.6661)
C (-2.4647, 1.4544, -0.7249)
C (-2.9731, 1.9936, 0.6336)
C (-1.8813, 2.2500, 1.6695)
N (-1.2379, 0.9998, 2.1335)
C (-1.4847, 0.6599, 3.3372)
C (-0.9673, -0.5199, 4.0464)
C (-1.4447, -0.7648, 5.3294)
C (-0.0308, -1.3972, 3.4849)
O (0.3226, -1.2890, 2.2176)
C (2.0061, 1.4974, -0.4051)
O (1.5363, 0.7661, 0.5615)
H (-1.2124, -2.9944, 7.9199)
H (-1.5341, -1.2684, 8.0891)
H (-2.7423, -2.3181, 7.3610)
H (0.1705, -3.6084, 6.0664)
H (1.4191, -4.3888, 4.3583)
H (3.0849, -4.0654, 2.9814)
H (2.3455, -1.8568, 1.5683)
H (2.6908, -1.2132, 3.1743)
H (5.0010, -2.5254, 2.9108)
H (4.5988, -2.5137, 1.1927)
H (4.9536, -0.1312, 3.0751)
H (5.9224, -0.5170, 1.6515)
H (3.0074, 0.2068, 1.4102)
H (5.4079, 1.1472, 0.0619)
H (4.9822, 2.7493, -1.5720)
H (4.7008, 4.3016, -3.3844)
H (3.3747, 3.8573, -4.4604)
H (3.1803, 5.1899, -3.3293)
H (1.0570, 3.4267, -3.0393)
H (-0.7695, 2.6174, -2.1102)
H (-2.6666, 2.1681, -1.5236)
H (-2.9596, 0.5198, -0.9695)
H (-3.4806, 2.9442, 0.4688)
H (-3.7025, 1.2987, 1.0510)
H (-1.0993, 2.8848, 1.2521)
H (-2.3035, 2.7714, 2.5288)
H (-2.1395, 1.2959, 3.9343)
H (-2.1624, -0.0678, 5.7511)
C (-5.9049, -2.4313, 0.0666)
S (-4.9022, -2.0218, -1.3857)
C (-3.5098, -3.0588, -1.1036)
C (-2.4706, -2.7863, -0.2959)
S (-2.3863, -1.3925, 0.7680)
S (-1.2028, -3.9801, -0.2449)
C (-1.8773, -5.1013, -1.3975)
S (-1.1375, -6.4733, -1.8357)
S (-3.4092, -4.5487, -2.0056)
H (-6.7057, -1.6947, 0.1000)
H (-5.3076, -2.3569, 0.9725)
H (-6.3355, -3.4248, -0.0286)
O (0.6732, -0.4186, -3.2030)
S (0.9587, -1.4729, -2.2415)
N (0.4213, -1.2578, -0.8521)

HOMO level (alpha / beta): -11.8495 / -11.8464 eV
ΔE to the lowest compared entry with this formula, charge and spin: 44.7 kJ/mol
Gap between HOMO and LUMO (alpha / beta): 5.2 / 5.1 eV
Net charge: +2

=====

A cluster of 2 separate species, C4H6Cl2NO3P in total. Source: OMol25; level of theory: ωB97M-V with the def2-TZVPD basis set.

Positions of all 17 atoms, in Å:
C (2.8734, -2.0207, 0.4955)
C (1.2623, -2.7658, -1.2641)
C (-2.7590, 1.0388, 0.0934)
C (-1.5722, 0.0853, -0.0602)
N (2.1354, -2.4515, -0.5484)
O (3.2546, -2.8056, 1.3073)
O (1.1192, 0.5215, 1.1239)
O (-0.5019, 0.8142, -0.8312)
P (0.7842, 1.2177, -0.1040)
Cl (2.0203, 1.2204, -1.6673)
Cl (0.7032, 3.2240, 0.0934)
H (2.9720, -0.9078, 0.5424)
H (-3.6804, 0.5094, 0.0633)
H (-2.8149, 1.4285, 1.0910)
H (-2.8415, 1.8930, -0.6748)
H (-1.7497, -0.7655, -0.5915)
H (-1.2049, -0.2359, 0.9315)

HOMO level: -11.2056 eV
ΔE to the lowest compared entry with this formula, charge and spin: 0.0 kJ/mol
Gap between HOMO and LUMO: 11.1 eV

=====

> Number 2 is which compound?

C2H3IN2